Record 1
C21H68N8O13 | ωB97M-V/def2-TZVPD

Geometry as XYZ:
```
110
Properties=species:S:1:pos:R:3:forces:R:3
O 6.6056 5.8979 -8.7736 -0.02 -0.20 -0.53
O -1.4543 5.5045 -10.5012 -0.06 -0.34 0.79
O -1.8219 5.4525 -6.5252 -2.83 -0.46 0.06
O 3.6525 0.7932 -8.5092 -0.40 -0.13 2.08
O 5.0896 2.1789 -6.6248 0.06 1.45 1.86
O 1.7114 6.9814 -3.1158 -0.66 -1.35 0.66
O 0.7487 9.0418 -7.6012 -5.09 1.63 -1.69
O 1.5968 11.0592 -10.4231 5.62 -1.77 2.53
O 6.8359 8.8317 -10.6095 -4.81 -3.86 -2.90
O 1.0325 7.3766 -13.3875 0.28 0.27 0.83
O 5.6261 9.1601 -8.0485 -0.18 0.68 0.27
O 2.9488 6.3930 -10.3253 -0.57 -1.55 -2.16
O 3.7139 3.1048 -12.3043 -1.57 6.59 -1.85
N 3.0496 9.7860 -8.9883 -0.27 -2.55 2.97
N 4.1964 5.2907 -13.0157 2.11 3.25 -2.46
N 2.1094 4.8281 -12.4032 -0.23 -4.16 1.46
N -1.5759 9.4729 -7.3742 -3.72 -1.49 3.98
N 3.9793 11.1017 -10.3979 3.50 4.42 -2.98
N -0.6045 10.1027 -9.2018 -0.07 0.80 -3.90
N 4.5777 8.4701 -11.2526 -3.20 0.62 0.63
N 6.0487 6.9166 -11.8063 2.81 -4.31 -0.61
C 3.0022 3.0789 -8.9271 -0.64 -0.51 -1.58
C 0.7978 8.3279 -12.3123 -1.58 -0.14 0.39
C 4.3559 9.3899 -6.1045 1.56 -2.11 -0.77
C 2.6140 7.3654 -4.1063 0.77 2.44 0.79
C -0.4894 5.4950 -6.9048 0.65 -1.52 -1.28
C 4.3936 3.0238 -5.6450 -2.82 -0.52 -2.22
C 5.5630 8.6248 -6.7307 -0.53 0.89 -0.82
C 6.5815 5.1476 -7.5757 0.30 1.84 0.96
C -0.2725 9.3521 -12.6734 1.87 1.42 1.93
C 2.8723 10.6743 -9.8585 -6.74 2.85 -4.36
C 0.3929 4.9593 -5.8036 -0.49 1.39 1.58
C 3.4331 1.7145 -9.5202 -1.27 0.53 -0.42
C -2.8732 7.4590 -10.7250 1.55 0.66 1.00
C 3.7723 6.4333 -4.2311 -0.12 -0.05 -0.48
C 5.8190 8.0473 -11.2110 4.91 5.31 3.52
C 2.9178 6.5372 -8.1103 0.44 -0.22 2.35
C 3.0047 2.3938 -5.3049 -0.41 1.17 -0.90
C -1.9731 6.6531 -9.7770 0.17 -0.01 -1.96
C 1.9863 6.4827 -9.2961 2.02 2.99 1.12
C -0.4449 9.5145 -8.0685 4.25 -1.77 2.77
C 3.3488 4.4111 -12.6370 -0.36 -8.99 3.17
H 4.4498 1.9583 -7.3219 0.15 -0.31 0.45
H 5.6571 5.2771 -7.0545 -1.05 -0.16 0.17
H 1.7265 8.8362 -12.0736 0.11 -0.19 -0.02
H 4.4994 6.6318 -3.4757 0.39 -0.25 0.83
H 4.9169 10.8009 -9.9903 -1.53 1.01 -0.66
H 7.2947 5.5820 -6.8664 0.26 0.15 -0.43
H 3.9055 -0.0553 -8.8387 0.29 -0.64 -0.41
H 1.5087 4.1107 -11.9687 0.21 0.98 -0.69
H 3.1676 5.5363 -7.7112 -0.48 0.07 -0.36
H 4.8587 3.3194 -4.7296 1.35 -0.78 0.38
H -2.5226 6.3802 -8.8965 -0.19 -0.75 0.32
H -0.3669 4.9075 -7.8483 0.15 0.34 0.55
H -3.2567 8.3318 -10.2144 -0.57 0.09 0.13
H 6.5001 8.7625 -6.1917 0.10 0.62 0.15
H 3.9502 11.9659 -11.1028 0.08 -2.90 2.34
H 3.0201 8.3373 -3.7423 0.04 -0.28 -0.47
H 1.8596 5.6883 -12.7152 -1.78 3.10 -1.16
H -1.2128 8.9767 -12.8983 -1.77 -1.05 -0.27
H 4.4638 9.1532 -5.0852 -0.76 -0.11 1.51
H -1.5624 10.1593 -9.6281 1.77 0.07 0.73
H -2.2556 7.8559 -11.4937 0.85 0.54 -0.69
H 2.1518 7.6266 -5.0393 -0.51 -0.36 -0.71
H -1.6262 8.8451 -6.5087 0.29 1.45 -1.91
H 1.3058 5.7230 -9.0530 -0.97 -1.62 -0.90
H 3.9865 9.6030 -8.6124 -0.10 -0.19 -0.02
H -0.0553 4.1758 -5.2185 -0.62 -0.56 -0.13
H 3.4339 9.0560 -6.5721 -0.15 -0.04 0.44
H 5.5297 7.5408 -6.8411 -0.87 -0.12 0.41
H 2.0759 3.0376 -8.3087 0.75 -0.16 -0.35
H 5.0957 4.8581 -13.2009 -0.07 0.47 -0.57
H 3.9423 6.9300 -8.2505 -0.80 0.47 -0.56
H -0.3344 10.0563 -11.8042 -0.20 -0.74 -0.54
H 6.0860 8.5849 -8.6485 0.88 -0.45 -0.90
H 2.6529 1.3253 -10.1884 0.02 0.33 -0.06
H 5.3315 6.2539 -12.1821 0.97 1.70 1.32
H -0.0136 10.0204 -13.4455 0.68 0.52 -1.31
H 2.5255 2.8773 -4.4753 -0.02 0.66 0.67
H 4.2869 6.5971 -5.1591 0.18 0.28 -0.65
H 3.4795 5.4041 -4.2637 -0.28 -0.68 0.33
H -1.0891 7.2051 -9.4385 -0.30 0.35 -0.09
H 2.6700 5.7648 -11.0346 0.01 0.66 0.94
H 4.4651 10.4395 -6.2215 0.29 0.91 -0.29
H -2.4119 4.9007 -7.1001 1.32 0.73 0.76
H 1.4276 7.4449 -9.4182 0.28 -0.75 0.21
H 4.3366 1.7739 -10.0796 0.64 0.70 -0.79
H 0.3684 7.8228 -11.3909 0.96 0.10 -0.85
H 1.3208 4.5731 -6.1205 1.26 -0.13 -0.62
H 2.2416 9.3698 -8.5522 -0.61 -0.19 0.53
H 2.2056 2.4580 -6.0982 1.24 -0.13 0.33
H -3.5985 6.9330 -11.2885 -1.15 -0.91 0.21
H 0.9147 7.5123 -3.1364 0.02 0.20 -0.15
H 6.8143 4.1312 -7.6275 0.25 -1.72 -0.62
H 4.1278 4.0073 -6.0797 0.37 -0.24 -0.27
H -0.2535 6.5158 -7.1268 0.45 0.73 -0.22
H 3.8136 3.5578 -8.4100 0.27 0.17 0.42
H 0.2726 10.2691 -9.7717 -0.48 0.56 0.14
H 3.9119 6.2680 -13.3662 0.72 -2.27 0.47
H 3.0767 1.3907 -5.0041 0.37 -1.55 0.18
H 0.1817 6.9632 -13.5396 -0.21 -0.10 -0.33
H -1.5321 5.5961 -11.4580 -0.26 0.37 0.34
H 3.8142 7.7760 -11.0428 1.05 0.61 -0.36
H 6.0528 5.4683 -9.4469 0.13 0.14 0.46
H 0.5655 5.7502 -5.0305 0.11 -0.50 -0.70
H 6.9670 6.4526 -11.5616 -1.47 1.07 -0.46
H 2.4490 7.0454 -7.2644 0.05 0.17 0.04
H 2.7908 3.7018 -9.8251 0.08 -0.22 0.66
H -2.5163 9.9754 -7.5870 2.91 -1.22 0.17
H 4.3506 9.3942 -10.8524 0.70 -1.19 -0.86
```
Positions in Å, forces in eV/Å.

Properties
molecular weight = 640.8 g mol⁻¹
multiplicity = 1
strongest force on any atom = 9.54 eV/Å
ΔE to the lowest compared entry with this formula, charge and spin = 0.378 eV



Record 2
C21H69BrN4O16P | ωB97M-V/def2-TZVPD

Geometry as XYZ:
```
112
Properties=species:S:1:pos:R:3:forces:R:3
Br -5.2992 -0.2202 0.9284 -0.01 -0.17 0.07
P 0.6286 2.5091 0.0768 -0.13 -0.16 0.31
O 6.4283 4.8768 0.4129 -0.03 -0.03 -0.08
O -6.0835 4.7292 2.2076 0.14 0.06 -0.01
O 0.9230 -1.2304 3.5261 0.09 0.16 -0.09
O 1.7455 -5.2674 -0.3312 0.03 -0.34 -0.06
O 1.8427 -2.7707 -3.9002 -0.03 0.08 0.15
O 3.8594 -8.2535 2.2358 0.05 0.03 0.14
O -7.6372 2.6355 3.3182 0.05 -0.16 0.03
O 1.5665 1.3599 -0.4559 0.02 -0.20 0.16
O 7.0457 7.1130 -2.2633 -0.06 0.09 0.08
O -2.6880 -7.4790 -5.9849 -0.08 0.14 0.06
O 0.3713 2.4740 1.5246 -0.11 0.15 0.12
O 0.2280 -3.0349 -1.1636 -0.07 0.02 -0.25
O -1.1766 1.2951 -3.9980 0.04 0.17 -0.18
O 1.2492 3.8631 -0.4558 -0.02 0.03 0.08
O -0.4718 -3.1189 5.2701 0.08 -0.22 0.18
O -0.1037 -6.1224 -2.5372 -0.07 0.01 -0.02
N -4.1407 4.2119 -0.7430 0.02 0.02 -0.03
N -3.6690 2.1684 -0.1403 0.31 -0.50 0.12
N -5.8513 1.4280 0.3669 -0.16 0.23 -0.13
N -5.3192 3.5909 -0.4096 -0.33 -0.03 -0.07
C -0.8642 2.3806 -0.9005 0.33 -0.11 -0.18
C -0.2226 -4.2225 6.1432 -0.07 0.09 -0.06
C -3.1650 3.3093 -0.5563 -0.21 0.27 -0.18
C 4.1408 -7.7531 3.5390 0.02 -0.06 -0.13
C 6.1729 3.4998 0.6940 0.23 0.24 0.00
C -1.7339 3.6254 -0.7644 0.06 -0.16 0.28
C 6.0099 7.9619 -1.7851 0.16 -0.18 -0.01
C -4.9875 2.3430 -0.0431 0.20 -0.12 0.10
C -0.7007 -2.0201 -1.5274 0.05 -0.09 0.03
C -2.8636 -6.0737 -5.8475 0.16 -0.12 0.02
C -0.8504 1.6216 -5.3555 -0.15 -0.01 0.14
C -7.4032 3.0512 4.6608 -0.19 -0.24 -0.16
C 2.8623 5.6370 -0.4077 0.11 0.09 0.09
C 2.2408 -1.4804 -4.3338 0.00 -0.07 0.01
C 1.9553 -6.3773 0.5459 -0.18 0.22 -0.14
C 1.9164 0.3020 0.4987 0.39 -0.30 -0.17
C -5.4778 5.2869 3.3884 0.05 0.16 0.02
C -0.6502 -7.4366 -2.4987 0.13 0.21 -0.01
C 2.2597 4.4807 0.3720 0.40 0.68 -0.18
C 2.6122 -0.8214 -0.2312 -0.29 0.39 -0.20
C -0.0311 -0.3220 4.0480 0.05 -0.07 0.02
H -2.6462 -5.7456 -4.8268 0.00 0.07 -0.02
H -5.3016 6.3559 3.2682 0.00 0.00 -0.04
H -6.2346 4.0085 -0.4443 0.03 0.31 -0.16
H -0.0835 0.5450 3.3905 0.09 -0.02 -0.06
H -1.6226 4.3012 -1.6069 0.04 0.10 -0.12
H 0.2295 -3.6945 -1.8702 -0.11 -0.06 0.00
H 3.6302 -0.5519 -0.4899 0.19 -0.06 0.00
H 1.5986 -0.7025 -3.9104 -0.02 0.10 -0.03
H -3.9014 -5.8425 -6.0736 -0.03 -0.07 -0.03
H 0.8461 -4.9462 -0.2055 0.05 0.20 0.10
H -0.3568 -3.9401 7.1892 0.03 -0.01 0.01
H 2.1518 -1.4640 -5.4181 0.00 0.02 0.00
H -1.5160 1.1127 -6.0549 0.02 -0.01 -0.01
H 0.7838 -6.1532 -2.1612 0.09 0.08 0.10
H 3.0220 3.7636 0.6579 -0.03 -0.32 -0.09
H -8.0928 2.4976 5.2911 -0.01 -0.02 0.03
H -5.4755 4.8711 1.4802 0.11 0.07 0.14
H 7.2109 6.4564 -1.5804 -0.04 -0.11 -0.05
H 5.1584 3.2896 0.3679 -0.01 -0.04 -0.03
H 1.9227 -2.7828 -2.9397 0.02 -0.12 0.03
H 2.5169 6.5828 -0.0037 -0.11 0.18 -0.09
H -2.0793 1.5871 -3.8482 -0.07 -0.12 0.00
H -0.7248 -7.8053 -1.4723 -0.03 -0.07 -0.02
H -7.0432 3.1389 2.7508 -0.02 0.21 0.11
H -4.5389 4.7834 3.6241 -0.01 -0.02 0.00
H 1.8190 -6.0810 1.5883 0.04 -0.05 0.03
H 1.8165 4.8695 1.2816 -0.30 -0.28 0.18
H 0.8093 -4.5258 5.9906 0.02 0.00 -0.01
H 3.2397 -7.2570 3.8908 -0.02 0.01 0.01
H 3.9462 5.6493 -0.3499 0.15 -0.10 0.03
H 2.5825 -1.7099 0.3896 0.17 -0.14 0.07
H -0.9006 2.6991 -5.5284 0.03 0.00 -0.01
H 1.0251 -0.0720 0.9899 -0.18 0.14 0.09
H -0.4139 -1.5232 -2.4580 0.00 0.01 -0.01
H 3.2786 -1.2665 -4.0645 0.01 0.03 -0.03
H -7.5988 4.1186 4.7896 -0.16 -0.13 0.08
H -1.4255 4.1756 0.1282 0.00 0.16 0.09
H 4.9574 -7.0268 3.5238 -0.01 0.02 0.02
H 5.0944 7.3938 -1.5991 -0.05 0.08 0.02
H 6.8658 2.8557 0.1492 -0.07 -0.08 0.00
H -2.2218 -5.5299 -6.5454 -0.03 0.09 0.03
H 2.5768 5.5735 -1.4513 0.00 -0.01 -0.18
H 5.8167 8.7032 -2.5562 0.00 0.02 -0.01
H 2.9731 -6.7223 0.4134 0.05 0.01 -0.01
H 4.6480 -8.6971 1.9131 0.00 -0.04 -0.04
H -1.0241 -0.7822 4.0980 -0.03 0.07 0.02
H -1.3826 -2.8453 5.4009 -0.02 0.09 -0.05
H 4.3905 -8.5584 4.2339 -0.01 0.01 0.03
H -6.8334 1.6419 0.4279 -0.11 -0.15 0.17
H -6.1754 5.1370 4.2048 0.17 0.12 -0.13
H 7.3264 5.0686 0.6965 0.01 0.04 0.07
H -0.5863 2.1604 -1.9253 -0.11 0.04 -0.27
H 1.2708 -7.1998 0.3178 0.03 -0.04 0.05
H -0.0443 -8.1286 -3.0891 -0.05 -0.07 0.02
H -4.0858 5.1723 -1.0370 -0.12 0.08 -0.09
H 2.5779 0.7423 1.2354 -0.08 0.04 0.28
H -1.7112 -2.4240 -1.6386 0.00 0.03 0.01
H 6.2585 3.3025 1.7648 -0.07 -0.08 -0.01
H 0.1641 1.2868 -5.5316 0.12 -0.06 0.02
H -6.3812 2.8291 4.9798 0.00 0.01 0.03
H 0.9442 -1.9851 4.1263 -0.17 -0.04 -0.08
H 2.0708 -1.0380 -1.1474 -0.08 -0.14 -0.11
H -0.7004 -1.2870 -0.7212 -0.01 0.00 0.01
H -1.6489 -7.3863 -2.9267 -0.02 -0.02 -0.01
H 0.2544 0.0161 5.0480 -0.08 0.05 0.02
H 6.3105 8.4747 -0.8674 -0.08 0.05 0.00
H -1.3608 1.4989 -0.5065 -0.17 -0.11 0.05
H -0.8763 -5.0660 5.9127 0.02 -0.02 -0.01
H -1.7676 -7.6715 -5.7884 0.02 -0.08 -0.03
```
Positions in Å, forces in eV/Å.

Properties
net charge = +1
molecular weight = 744.7 g mol⁻¹
multiplicity = 1
strongest force on any atom = 0.81 eV/Å



Result set for LUMO level: -0.112 -3.219 eV, one per record in the order listed.
Result set for HOMO energy: -9.0 -11.4 eV, one per record in the order listed.
Result set for Kohn-Sham gap: 8.86 8.19 eV, one per record in the order listed.